1.
ORCA calculation (ωB97M-V with the def2-TZVPD basis set) on a 8-piece molecular cluster, H16O8 overall.

The value obtained for the relative energy (zero: lowest compared OMol25 entry of this formula, charge and spin) is 84.1 kJ/mol. The spin multiplicity is 2. The LUMO energy (spin up / spin down) is -3.571 / -10.151 eV. The orbital gap (spin up / spin down) comes out at 10.22 / 3.64 eV. The total charge is +1. For the energy, the calculation gives -611.109443 Ha. As for the expectation value of S²: 0.757.

Last column: Mulliken spin population.
Atoms and positions in Å:
H (-0.0901, -1.7192, 1.9964)  0.00
H (0.8437, -0.5893, -0.1783)  0.00
O (-2.3743, -0.2796, 0.3571)  0.00
H (-0.3033, -0.3924, -4.9781)  0.00
H (2.9551, -0.4568, 3.3620)  -0.01
H (0.1068, -0.1156, -1.4129)  0.00
H (3.0807, 2.4588, -0.3229)  -0.01
O (0.0924, -0.9003, 2.4572)  0.01
H (-0.3200, 1.4791, 0.9130)  0.00
H (-0.6690, 1.8535, 2.3377)  0.00
O (0.5470, 0.2035, -0.6252)  0.00
H (-0.7715, -0.5380, 2.6539)  0.00
O (0.0343, 1.9098, 1.6909)  0.14
H (1.6954, -0.1683, 2.5734)  -0.01
H (-0.1665, -1.1812, -3.6932)  0.00
H (1.9814, 1.4201, -0.2561)  -0.01
O (-2.0058, -1.3082, -2.5956)  0.00
H (-2.5822, -0.8358, -3.1963)  0.00
O (2.4549, 0.2588, 2.9696)  0.43
O (0.3226, -0.6130, -4.2883)  0.00
H (-1.9308, -1.0888, 0.6115)  0.00
H (-2.9689, -0.0931, 1.0837)  0.00
H (-2.4620, -1.2818, -1.7545)  0.00
O (2.5303, 1.9779, 0.2951)  0.48

Forces on atoms 1 to 6 (eV/Å):
H 0.1 -0.5 0.1
H 0.1 -0.2 0.2
O 0.2 0.1 -0.1
H -0.1 0.1 -0.2
H 0.6 -0.5 0.4
H -0.3 0.1 -0.7

---

2.
ORCA calculation (ωB97M-V with the def2-TZVPD basis set) on H17HgO9 as an isolated structure.

The value obtained for the relative energy (zero: lowest compared OMol25 entry of this formula, charge and spin) is 238.7 kJ/mol. The spin multiplicity is 1. The LUMO energy is -8.401 eV. The orbital gap comes out at 5.27 eV. The total charge is +1. For the energy, the calculation gives -840.382184 Ha.

Last column: Löwdin charge in e.
Atoms and positions in Å:
O (-7.4620, 6.1420, 10.0580)  -0.03
H (-10.4310, 0.6470, 7.9640)  0.05
O (-9.8260, 0.8340, 9.9860)  -0.04
H (-7.1140, 2.7430, 10.4840)  0.00
H (-8.4480, 4.1920, 11.5290)  0.04
H (-9.1800, 3.9840, 8.7910)  -0.07
O (-9.2550, 3.0720, 8.7840)  -0.35
H (-10.8460, 3.1380, 8.8060)  -0.03
O (-7.9440, 4.9260, 6.9620)  -0.11
H (-9.1220, 0.9190, 10.7060)  0.08
Hg (-8.4320, 2.4460, 6.7680)  1.41
H (-11.3640, 5.6850, 9.1870)  0.06
H (-6.9640, 6.9490, 9.9350)  0.05
O (-11.8490, 3.1730, 8.8010)  -0.05
H (-12.0970, 3.3340, 9.6750)  0.01
H (-9.6970, 1.6350, 9.6140)  -0.13
H (-9.1160, 3.4050, 10.3960)  -0.03
O (-9.2910, 3.8650, 11.2430)  -0.03
O (-10.3400, 0.8580, 7.0230)  -0.04
H (-7.9210, 5.8250, 9.2990)  -0.03
H (-8.8330, 5.2440, 6.5680)  0.13
H (-7.2310, 5.2140, 6.3600)  0.09
H (-10.2300, 5.1380, 10.1270)  -0.04
H (-10.3270, 0.0020, 6.6380)  0.06
H (-6.5130, 1.8470, 11.4490)  0.06
O (-7.1730, 1.8540, 10.7660)  -0.01
O (-10.4840, 5.8660, 9.5850)  -0.05

Forces on atoms 1 to 6 (eV/Å):
O 0.6 -0.7 1.7
H 0.0 0.3 0.8
O 0.8 -4.0 3.1
H -0.1 1.5 -0.7
H 0.6 0.6 0.4
H 0.3 3.4 -0.3

---

Let's list largest force on an atom in order: 1.67, 5.11 eV/A.